Entry 1:
Formula: C8H11N4S
Source: the OMol25 dataset
Level of theory: wB97M-V/def2-TZVPD

Charge: +1
Multiplicity: 3
ΔE to the lowest compared entry with this formula, charge and spin: 0.000 eV
M: 195.27 g mol⁻¹
Highest occupied orbital energy (spin up / spin down): -10.9 / -12.6 eV
Frontier orbital gap (spin up / spin down): 6.986 / 6.921 eV

Positions of all 24 atoms, in Å:
C (-3.883, 1.350, 0.008)
C (-2.541, 1.247, 0.144)
C (-3.496, -0.747, -0.141)
C (1.841, 0.729, -1.369)
C (-1.096, -0.722, 0.161)
C (2.874, -0.285, -0.947)
C (1.797, -0.259, 1.260)
C (0.821, 0.732, 0.672)
N (-4.440, 0.103, -0.159)
N (0.941, 1.184, -0.580)
N (-2.247, -0.109, 0.053)
N (2.327, -1.110, 0.161)
S (-0.587, -2.224, 0.001)
H (-4.503, 2.224, 0.020)
H (-1.776, 1.985, 0.252)
H (-3.571, -1.811, -0.248)
H (1.879, 1.113, -2.375)
H (3.155, -0.926, -1.784)
H (3.772, 0.232, -0.591)
H (2.622, 0.272, 1.751)
H (1.307, -0.896, 1.999)
H (0.268, 1.343, 1.365)
H (1.498, -1.667, -0.166)
H (3.038, -1.759, 0.515)



Entry 2:
Formula: C22H16N3O7Zr
Source: the OMol25 dataset
Level of theory: wB97M-V/def2-TZVPD

Charge: +1
ΔE to the lowest compared entry with this formula, charge and spin: 0.658 eV
M: 525.61 g mol⁻¹
Highest occupied orbital energy: -11.0 eV
Frontier orbital gap: 6.527 eV

Positions of all 49 atoms, in Å:
Zr (0.238, -0.348, 0.076)
O (1.375, -1.416, 4.220)
C (1.128, -0.828, 3.085)
O (0.920, -1.435, 2.031)
C (1.141, 0.657, 3.080)
C (1.393, 1.519, 4.129)
C (1.432, 2.886, 3.831)
C (1.266, 3.328, 2.527)
C (1.040, 2.382, 1.537)
N (0.945, 1.091, 1.843)
C (0.923, 2.624, 0.030)
O (0.804, 3.720, -0.434)
O (0.973, 1.481, -0.620)
H (1.357, -2.384, 4.107)
H (1.560, 1.147, 5.129)
H (1.618, 3.600, 4.622)
H (1.323, 4.373, 2.256)
C (-4.292, 2.703, 1.758)
O (-3.285, 1.891, 1.165)
C (-3.050, 2.067, -0.155)
C (-3.622, 3.051, -0.947)
C (-3.307, 3.148, -2.300)
C (-2.421, 2.265, -2.873)
C (-1.806, 1.276, -2.094)
C (-0.941, 0.319, -2.764)
N (-0.115, -0.439, -2.127)
N (0.482, -1.470, -2.833)
C (0.932, -2.331, -2.001)
O (0.797, -2.157, -0.679)
C (1.610, -3.553, -2.464)
C (1.861, -3.746, -3.822)
C (2.491, -4.903, -4.244)
C (2.869, -5.869, -3.320)
C (2.619, -5.679, -1.969)
C (1.991, -4.521, -1.540)
C (-2.138, 1.176, -0.734)
O (-1.605, 0.206, 0.063)
H (-4.371, 2.372, 2.789)
H (-5.251, 2.562, 1.256)
H (-4.013, 3.758, 1.736)
H (-4.323, 3.752, -0.518)
H (-3.768, 3.921, -2.897)
H (-2.179, 2.330, -3.925)
H (-1.074, 0.160, -3.831)
H (1.560, -2.990, -4.533)
H (2.688, -5.057, -5.296)
H (3.359, -6.773, -3.656)
H (2.911, -6.434, -1.251)
H (1.787, -4.364, -0.490)



Entry 3:
Formula: C5H12N2
Source: the OMol25 dataset
Level of theory: wB97M-V/def2-TZVPD

Charge: -1
Multiplicity: 2
ΔE to the lowest compared entry with this formula, charge and spin: 1.792 eV
M: 100.16 g mol⁻¹
Highest occupied orbital energy (spin up / spin down): 1.3 / -4.7 eV
Frontier orbital gap (spin up / spin down): 2.480 / 8.474 eV

Positions of all 19 atoms, in Å:
C (1.823, 0.646, -1.504)
C (1.493, -0.603, -0.673)
C (0.445, -0.315, 0.364)
C (-0.883, -0.664, 0.291)
N (-1.662, -0.560, 1.476)
C (-3.047, -0.312, 1.195)
N (2.298, 1.861, -0.778)
H (0.847, 0.965, -1.908)
H (2.477, 0.501, -2.373)
H (2.391, -0.985, -0.128)
H (1.426, -1.429, -1.442)
H (0.778, 0.347, 1.180)
H (-1.243, -1.260, -0.574)
H (-1.553, -1.523, 1.857)
H (-3.591, -1.108, 0.597)
H (-3.021, 0.639, 0.694)
H (-3.660, -0.287, 2.233)
H (1.624, 2.471, -0.340)
H (3.057, 1.618, -0.166)



Entry 4:
Formula: C27H36FN7O3Rh
Source: the OMol25 dataset
Level of theory: wB97M-V/def2-TZVPD

Charge: +3
M: 628.54 g mol⁻¹
Highest occupied orbital energy: -15.9 eV
Frontier orbital gap: 8.658 eV

Positions of all 75 atoms, in Å:
Rh (0.074, 0.014, 0.123)
C (-2.153, -0.554, -1.497)
C (-2.815, -0.155, -0.185)
N (-1.847, 0.568, 0.714)
C (-1.985, 0.159, 2.150)
C (-1.145, -1.064, 2.446)
C (-1.294, -1.922, 3.518)
C (-0.313, -2.885, 3.731)
C (0.809, -2.957, 2.910)
C (0.904, -2.072, 1.854)
C (2.110, -1.856, 0.968)
N (1.719, -1.187, -0.315)
C (1.286, -2.172, -1.368)
C (0.082, -1.653, -2.142)
N (-0.919, -1.278, -1.118)
N (-0.091, -1.205, 1.637)
H (-1.862, 0.316, -2.084)
H (-2.828, -1.175, -2.089)
H (-3.138, -1.055, 0.343)
H (-3.702, 0.452, -0.358)
H (-2.019, 1.568, 0.657)
H (-3.032, 0.014, 2.418)
H (-1.586, 0.973, 2.758)
H (-2.140, -1.834, 4.185)
H (-0.409, -3.569, 4.564)
H (1.595, -3.673, 3.106)
H (2.653, -2.782, 0.779)
H (2.776, -1.172, 1.499)
H (2.520, -0.662, -0.652)
H (1.013, -3.097, -0.855)
H (2.115, -2.407, -2.035)
H (-0.293, -2.422, -2.820)
H (0.324, -0.759, -2.714)
H (-1.191, -2.125, -0.619)
C (3.963, 6.422, -1.689)
C (2.527, 6.429, -1.195)
N (1.891, 5.095, -1.294)
C (1.849, 4.327, -0.215)
C (1.333, 3.043, -0.161)
C (1.447, 2.415, 1.218)
O (1.940, 3.069, 2.105)
O (1.033, 1.191, 1.404)
C (0.803, 2.488, -1.337)
O (0.277, 1.321, -1.451)
C (0.853, 3.317, -2.532)
C (0.347, 2.841, -3.752)
C (0.385, 3.622, -4.867)
F (-0.160, 3.152, -6.000)
C (0.949, 4.916, -4.867)
C (1.446, 5.384, -3.667)
C (1.395, 4.611, -2.498)
N (1.030, 5.726, -6.018)
C (1.065, 5.120, -7.342)
C (1.754, 6.064, -8.311)
N (1.026, 7.382, -8.331)
C (0.927, 7.981, -6.955)
C (0.282, 6.977, -6.016)
H (4.384, 7.422, -1.591)
H (4.043, 6.117, -2.732)
H (4.570, 5.744, -1.089)
H (1.901, 7.143, -1.728)
H (2.489, 6.707, -0.144)
H (2.254, 4.740, 0.701)
H (-0.101, 1.860, -3.810)
H (1.915, 6.356, -3.655)
H (0.063, 4.873, -7.717)
H (1.641, 4.198, -7.318)
H (1.753, 5.666, -9.323)
H (2.776, 6.276, -8.002)
H (0.086, 7.244, -8.712)
H (1.498, 8.033, -8.962)
H (0.342, 8.896, -7.027)
H (1.943, 8.218, -6.646)
H (-0.766, 6.813, -6.315)
H (0.265, 7.409, -5.018)



Entry 5:
Formula: C49H38CsN7O2SSi
Source: the OMol25 dataset
Level of theory: wB97M-V/def2-TZVPD

Charge: -2
ΔE to the lowest compared entry with this formula, charge and spin: 0.896 eV
M: 949.95 g mol⁻¹
Highest occupied orbital energy: -1.0 eV
Frontier orbital gap: 4.399 eV

Positions of all 99 atoms, in Å:
Cs (0.597, -2.318, 0.165)
C (-4.232, -2.922, 2.264)
C (-2.979, -2.432, 1.845)
N (-2.524, -2.594, 0.628)
C (-3.267, -3.264, -0.291)
C (-4.541, -3.793, 0.036)
C (-4.998, -3.596, 1.360)
C (-5.316, -4.480, -0.928)
C (-4.806, -4.612, -2.195)
C (-3.551, -4.113, -2.551)
C (-2.721, -3.432, -1.641)
N (-1.545, -2.862, -1.928)
C (-0.752, -3.261, -2.960)
C (-0.628, -4.569, -3.427)
C (0.306, -4.927, -4.411)
C (1.152, -4.007, -4.969)
C (1.088, -2.665, -4.524)
C (1.964, -1.663, -5.013)
C (1.892, -0.395, -4.524)
C (0.910, -0.108, -3.551)
N (0.072, -0.998, -3.084)
C (0.152, -2.280, -3.539)
H (-4.563, -2.762, 3.282)
H (-2.344, -1.881, 2.533)
H (-5.969, -3.992, 1.640)
H (-6.286, -4.878, -0.656)
H (-5.393, -5.119, -2.955)
H (-3.207, -4.234, -3.569)
H (-1.256, -5.337, -2.994)
H (0.360, -5.965, -4.723)
H (1.881, -4.286, -5.720)
H (2.710, -1.931, -5.753)
H (2.589, 0.378, -4.818)
H (0.849, 0.892, -3.134)
C (-4.905, 4.609, 3.545)
N (-4.943, 3.502, 2.619)
C (-5.717, 2.363, 2.769)
C (-5.475, 1.578, 1.705)
N (-4.567, 2.245, 0.903)
C (-4.227, 3.445, 1.458)
S (-3.192, 4.599, 0.837)
C (-3.947, 1.643, -0.245)
C (-4.523, 1.786, -1.492)
C (-3.944, 1.079, -2.539)
C (-2.855, 0.266, -2.286)
C (-2.362, 0.207, -0.989)
N (-2.898, 0.892, 0.021)
H (-5.837, 5.176, 3.512)
H (-4.084, 5.257, 3.248)
H (-4.737, 4.238, 4.556)
H (-6.343, 2.205, 3.628)
H (-5.825, 0.592, 1.456)
H (-5.385, 2.425, -1.626)
H (-4.357, 1.149, -3.538)
H (-2.376, -0.337, -3.044)
H (-1.590, -0.491, -0.705)
O (1.788, -3.941, 3.683)
C (2.090, -2.910, 3.054)
O (2.645, -2.779, 1.944)
C (1.621, -1.607, 3.717)
C (1.907, -1.357, 5.089)
C (1.425, -0.231, 5.675)
C (0.609, 0.655, 4.922)
C (0.043, 1.837, 5.453)
C (-0.738, 2.645, 4.674)
C (-0.992, 2.303, 3.326)
C (-0.457, 1.165, 2.792)
C (0.361, 0.316, 3.577)
N (0.890, -0.798, 2.993)
H (2.499, -2.082, 5.630)
H (1.639, -0.001, 6.713)
H (0.246, 2.092, 6.488)
H (-1.159, 3.555, 5.084)
H (-1.595, 2.954, 2.702)
H (-0.647, 0.898, 1.760)
C (7.996, -1.006, -1.002)
C (6.785, -1.598, -1.344)
C (5.655, -0.816, -1.527)
C (5.670, 0.575, -1.353)
C (6.898, 1.140, -0.993)
C (8.044, 0.370, -0.828)
Si (4.052, 1.557, -1.763)
C (4.469, 3.351, -1.151)
C (3.707, 3.975, -0.153)
C (3.891, 5.306, 0.195)
C (4.866, 6.070, -0.436)
C (5.641, 5.481, -1.427)
C (5.432, 4.153, -1.779)
H (8.886, -1.612, -0.866)
H (6.724, -2.674, -1.469)
H (4.725, -1.300, -1.813)
H (6.963, 2.210, -0.823)
H (8.978, 0.848, -0.548)
H (3.208, 1.191, -0.540)
H (2.953, 3.393, 0.367)
H (3.275, 5.750, 0.970)
H (5.017, 7.108, -0.162)
H (6.404, 6.063, -1.935)
H (6.030, 3.729, -2.582)



Entry 6:
Formula: C5H12O6S2Si
Source: the OMol25 dataset
Level of theory: wB97M-V/def2-TZVPD

Charge: -2
ΔE to the lowest compared entry with this formula, charge and spin: 0.000 eV
M: 260.36 g mol⁻¹
Highest occupied orbital energy: -0.6 eV
Frontier orbital gap: 6.061 eV

Positions of all 26 atoms, in Å:
C (-2.528, 2.275, -0.240)
C (-1.820, 1.287, 0.636)
C (-0.566, 0.754, -0.047)
C (0.005, -0.485, 0.701)
C (1.516, -0.688, 0.397)
O (-0.042, -2.575, -0.976)
O (2.191, 1.617, 1.568)
O (-0.308, -3.001, 1.367)
O (-2.133, -2.039, 0.169)
O (3.819, 0.481, 0.113)
O (2.011, 1.653, -0.897)
Si (1.556, -1.886, -1.153)
S (-0.706, -2.096, 0.328)
S (2.412, 0.836, 0.293)
H (-2.027, 3.153, -0.427)
H (-3.471, 2.604, 0.021)
H (-2.542, 1.924, -1.172)
H (-1.647, 1.699, 1.546)
H (-2.408, 0.496, 0.898)
H (-0.627, 0.419, -1.121)
H (0.169, 1.481, -0.148)
H (-0.023, -0.273, 1.839)
H (1.770, -1.286, 1.330)
H (1.266, -0.791, -2.281)
H (2.237, -2.869, -0.342)
H (1.896, -2.692, -2.404)



Entry 7:
Formula: C7H22BNO4P
Source: the OMol25 dataset
Level of theory: wB97M-V/def2-TZVPD

Charge: -1
M: 226.04 g mol⁻¹
Highest occupied orbital energy: -3.5 eV
Frontier orbital gap: 2.600 eV

Positions of all 36 atoms, in Å:
C (0.205, 0.408, 1.651)
C (1.832, 0.321, 1.973)
C (2.689, 1.610, 1.432)
B (1.836, 2.969, 1.790)
C (2.703, 4.366, 1.764)
N (1.859, 5.399, 2.540)
H (-0.046, 0.927, 0.629)
H (-0.295, 0.992, 2.565)
H (-0.317, -0.659, 1.655)
H (1.909, 0.348, 3.164)
H (2.307, -0.722, 1.663)
H (3.717, 1.613, 2.034)
H (2.957, 1.585, 0.290)
H (1.337, 2.796, 2.862)
H (0.988, 3.065, 0.956)
H (3.789, 4.251, 2.228)
H (2.835, 4.670, 0.623)
H (1.972, 5.114, 3.560)
H (0.865, 5.095, 2.314)
C (-1.412, -4.888, -1.347)
O (-2.049, -3.862, -0.617)
P (-1.667, -2.226, -1.031)
O (-1.908, -1.801, 0.419)
O (-3.097, -2.112, -1.848)
C (-3.287, -2.919, -2.994)
O (-1.284, -0.590, -1.444)
C (-1.182, -0.288, -2.819)
H (-0.960, -5.591, -0.641)
H (-2.158, -5.425, -1.938)
H (-0.634, -4.490, -2.007)
H (-3.902, -3.783, -2.731)
H (-2.334, -3.254, -3.412)
H (-3.813, -2.335, -3.756)
H (-2.175, -0.113, -3.235)
H (-0.684, -1.101, -3.356)
H (-0.595, 0.628, -2.934)



Entry 8:
Formula: C39H64BCl2FN2O21S
Source: the OMol25 dataset
Level of theory: wB97M-V/def2-TZVPD

Charge: 0
SMILES string: C=CC[C@]1(CN)[C@](CCCCl)(CC(=O)Cl)OS(=O)(=O)[C@@](F)(CCCCOC)[C@@]1(CCCC)B(O)N(C)C.O=C1OCCO1.O=C1OCCO1.O=C1OCCO1.O=C1OCCO1.O=C1OCCO1
M: 1029.72 g mol⁻¹
Highest occupied orbital energy: -8.3 eV
Frontier orbital gap: 8.262 eV

Positions of all 131 atoms, in Å:
C (-0.675, 0.545, 5.271)
C (-0.706, 0.861, 3.918)
C (-1.569, 0.013, 2.978)
C (-1.117, -0.251, 1.495)
C (-2.229, -1.342, 1.168)
N (-2.481, -1.719, -0.207)
C (0.265, -1.007, 1.478)
C (0.444, -2.084, 0.376)
C (1.878, -2.680, 0.263)
C (2.094, -3.229, -1.178)
Cl (3.850, -3.242, -1.608)
C (0.728, -1.697, 2.794)
C (0.090, -2.998, 3.289)
O (-0.543, -2.991, 4.301)
Cl (0.290, -4.628, 2.580)
O (1.287, 0.031, 1.352)
S (1.394, 0.649, -0.138)
O (2.042, 1.951, 0.112)
O (2.277, -0.054, -1.078)
C (-0.328, 0.968, -0.721)
F (-0.144, 2.213, -1.305)
C (-0.808, 0.204, -1.955)
C (0.213, 0.227, -3.165)
C (-0.499, 0.077, -4.529)
C (-1.167, 1.388, -5.039)
O (-0.475, 1.844, -6.193)
C (0.605, 2.703, -5.843)
C (-1.245, 1.029, 0.546)
C (-0.951, 2.389, 1.324)
C (-1.294, 3.747, 0.658)
C (-0.023, 4.680, 0.779)
C (-0.023, 5.506, 2.091)
B (-2.787, 1.356, 0.191)
O (-3.149, 2.027, -1.020)
N (-3.915, 1.148, 1.126)
C (-5.089, 0.548, 0.464)
C (-4.371, 2.426, 1.724)
H (0.248, 0.257, 5.789)
H (-1.609, 0.520, 5.850)
H (-0.053, 1.697, 3.639)
H (-2.599, 0.429, 2.995)
H (-1.699, -0.964, 3.464)
H (-3.189, -1.086, 1.640)
H (-1.934, -2.258, 1.712)
H (-2.366, -2.704, -0.382)
H (-3.350, -1.397, -0.599)
H (0.206, -1.742, -0.640)
H (-0.235, -2.937, 0.532)
H (2.643, -1.921, 0.495)
H (2.079, -3.525, 0.934)
H (1.687, -4.250, -1.187)
H (1.593, -2.624, -1.940)
H (1.809, -1.922, 2.679)
H (0.776, -1.044, 3.679)
H (-1.064, -0.853, -1.849)
H (-1.699, 0.669, -2.405)
H (0.924, 1.060, -3.129)
H (0.819, -0.690, -3.036)
H (0.289, -0.170, -5.260)
H (-1.168, -0.798, -4.500)
H (-2.191, 1.141, -5.363)
H (-1.224, 2.169, -4.264)
H (0.371, 3.331, -4.967)
H (1.557, 2.156, -5.698)
H (0.783, 3.401, -6.678)
H (0.069, 2.387, 1.722)
H (-1.708, 2.371, 2.132)
H (-1.561, 3.776, -0.402)
H (-2.076, 4.334, 1.172)
H (0.914, 4.124, 0.649)
H (-0.090, 5.404, -0.051)
H (0.115, 4.885, 2.988)
H (-0.897, 6.170, 2.170)
H (0.857, 6.172, 2.044)
H (-3.522, 1.404, -1.647)
H (-4.842, -0.081, -0.407)
H (-5.638, -0.099, 1.172)
H (-5.814, 1.311, 0.125)
H (-3.805, 2.637, 2.650)
H (-4.249, 3.280, 1.032)
H (-5.431, 2.393, 2.008)
O (1.392, 5.267, -7.232)
C (1.684, 4.914, -8.329)
O (2.792, 4.197, -8.630)
C (2.677, 3.767, -9.987)
C (1.732, 4.786, -10.572)
O (0.951, 5.171, -9.440)
H (3.649, 3.763, -10.475)
H (2.266, 2.756, -10.003)
H (2.250, 5.666, -10.960)
H (1.100, 4.373, -11.356)
O (-5.287, -2.965, 1.738)
C (-4.765, -3.522, 2.651)
O (-5.173, -4.706, 3.168)
C (-4.156, -5.148, 4.080)
C (-3.481, -3.862, 4.460)
O (-3.675, -3.050, 3.309)
H (-4.593, -5.660, 4.933)
H (-3.487, -5.835, 3.560)
H (-3.955, -3.378, 5.319)
H (-2.422, -3.988, 4.668)
O (5.295, 0.038, -6.331)
C (5.320, 0.499, -5.236)
O (4.341, 1.275, -4.706)
C (4.624, 1.437, -3.313)
C (6.108, 1.205, -3.249)
O (6.333, 0.319, -4.350)
H (4.341, 2.431, -2.972)
H (4.057, 0.694, -2.746)
H (6.684, 2.120, -3.409)
H (6.419, 0.750, -2.312)
O (6.654, 2.971, 1.281)
C (6.127, 1.909, 1.274)
O (5.285, 1.460, 2.239)
C (4.685, 0.254, 1.763)
C (5.686, -0.236, 0.750)
O (6.288, 0.977, 0.296)
H (4.534, -0.453, 2.578)
H (3.722, 0.492, 1.313)
H (6.458, -0.870, 1.193)
H (5.219, -0.771, -0.077)
O (-2.334, -7.623, 5.519)
C (-2.334, -7.172, 6.617)
O (-3.326, -6.395, 7.134)
C (-3.066, -6.245, 8.533)
C (-1.582, -6.485, 8.623)
O (-1.344, -7.360, 7.521)
H (-3.353, -5.253, 8.875)
H (-3.645, -6.991, 9.080)
H (-0.999, -5.572, 8.482)
H (-1.287, -6.952, 9.560)



Entry 9:
Formula: C4H8NO3
Source: the OMol25 dataset
Level of theory: wB97M-V/def2-TZVPD

Charge: -1
ΔE to the lowest compared entry with this formula, charge and spin: 2.122 eV
M: 118.11 g mol⁻¹
Highest occupied orbital energy: -3.3 eV
Frontier orbital gap: 6.509 eV

Positions of all 16 atoms, in Å:
C (-2.396, 1.233, 0.861)
C (-1.914, -0.141, 1.230)
O (-2.630, -0.991, 0.701)
O (-0.888, -0.255, 1.794)
H (-3.418, 1.583, 0.837)
H (-2.056, 1.438, -0.189)
H (-1.890, 1.898, 1.655)
C (2.771, 1.099, -1.243)
C (1.730, -0.059, -1.192)
O (0.627, -0.127, -1.651)
N (2.232, -1.172, -0.468)
H (3.072, 1.557, -0.276)
H (2.285, 1.841, -1.927)
H (1.563, -1.712, 0.147)
H (3.056, -0.914, -0.015)
H (3.753, 0.702, -1.635)